C14H21Br2N4O8P2Re as an isolated structure in a non-equilibrium geometry. Source: the OMol25 dataset; level of theory: ωB97M-V/def2-TZVPD.

Each line ends with the Mulliken spin population.
Geometry (Å):
Re: 0.833034 -0.206136 -0.197433  0.8280
N: -0.601147 0.186595 -1.761091  0.0007
C: -0.011971 0.666368 -3.031967  -0.0073
C: 1.180579 1.522507 -2.651501  0.0114
N: 2.053536 0.736586 -1.742375  -0.0023
C: 2.966851 -0.193745 -2.464961  -0.0006
C: 2.460062 -1.621626 -2.332255  0.0053
N: 2.107900 -1.764017 -0.911660  -0.0180
H: -1.242238 -0.596112 -1.888176  0.0026
H: -1.178355 0.913525 -1.332273  0.0050
H: -0.741043 1.225456 -3.621668  -0.0007
H: 0.292687 -0.198497 -3.619088  -0.0008
H: 0.873863 2.413479 -2.102291  -0.0036
H: 1.750965 1.848665 -3.523958  0.0044
H: 2.653359 1.404751 -1.239552  0.0065
H: 3.944931 -0.089475 -1.997294  -0.0028
H: 3.046514 0.109094 -3.511480  0.0016
H: 3.220617 -2.346182 -2.636997  -0.0017
H: 1.561612 -1.803243 -2.922659  -0.0009
H: 2.960127 -1.633515 -0.354362  0.0028
H: 1.723142 -2.676704 -0.666834  0.0066
O: 4.090002 0.077318 2.824373  -0.0003
P: 3.214274 0.422199 1.572905  -0.0115
O: 4.003613 0.401907 0.327895  0.0063
O: 1.956776 -0.471100 1.530215  0.0085
O: 2.613599 1.895984 1.898953  0.0034
P: 1.659468 2.665932 0.854598  0.0120
O: 0.925908 3.725169 1.748246  0.0000
O: 2.385424 3.178004 -0.312044  0.0018
O: 0.540195 1.619544 0.501272  0.0210
H: 3.656423 0.136122 3.675770  0.0002
H: 1.320416 4.597620 1.692502  0.0000
C: -2.888999 2.296257 0.058318  -0.0009
C: -3.059374 0.982730 0.760118  0.0035
C: -4.192009 0.739694 1.574104  -0.0036
C: -4.334580 -0.469043 2.184033  0.0039
C: -3.340407 -1.460991 2.010597  -0.0059
C: -3.370996 -2.759217 2.597953  0.0160
Br: -4.822027 -3.270041 3.684658  0.0015
C: -2.358675 -3.656977 2.389048  -0.0088
C: -1.257783 -3.290846 1.585303  0.0178
Br: 0.128706 -4.544553 1.337444  0.0025
C: -1.200955 -2.050943 1.015527  -0.0153
O: -0.110367 -1.708116 0.281667  0.0871
C: -2.246533 -1.117268 1.198729  0.0109
N: -2.124911 0.080393 0.572302  0.0132
H: -3.642552 3.018845 0.365238  0.0001
H: -2.983108 2.160965 -1.021295  0.0004
H: -1.905562 2.710594 0.267213  0.0002
H: -4.934099 1.513023 1.696866  -0.0003
H: -5.193413 -0.681364 2.803765  0.0003
H: -2.383478 -4.639616 2.833602  -0.0002

Cartesian forces (eV/Å) of the 3 atoms listed first:
Re -0.394 0.617 0.181
N -0.152 0.198 -0.127
C -0.036 0.043 0.006

Properties
M (Da): 781.305
Total charge: +1
Kohn-Sham gap (alpha / beta) (eV): 7.19 / 7.46
Calculated total energy (eV): -197996.0063
ΔE to the lowest compared entry with this formula, charge and spin (eV): 0.499
2S+1: 2